(1)
The following is a quantum chemistry calculation of a 2-piece molecular cluster, C2H8O2S overall at a distorted geometry, from OMol25.

The SMILES is CSCO.O. Its total charge is 0. The LUMO energy comes out at 0.3 eV. As for the spin multiplicity: 1.

Geometry (Å):
O 0.198 -0.692 -1.975
S 1.503 -1.681 0.051
C 0.642 -1.040 1.445
C 1.327 -0.442 -1.214
H -0.219 0.147 -2.265
H 0.606 -1.695 2.331
H -0.391 -0.850 1.106
H 1.099 -0.079 1.736
H 2.176 -0.557 -1.915
H 1.472 0.507 -0.663
O -2.996 2.460 0.336
H -2.549 1.791 -0.230
H -2.869 2.133 1.255

(2)
The following is a quantum chemistry calculation of one molecule with the formula HNP4 at a distorted geometry, from OMol25.

The SMILES is N#P=P[PH]#P. Its total charge is 0. The LUMO energy (spin up / spin down) comes out at -1.4 / -2.1 eV. As for the spin multiplicity: 1.

Geometry (Å):
N 2.158 -2.873 0.872
P -0.744 -2.240 -1.008
P 3.034 -1.935 1.604
P 1.803 -0.099 1.229
P 0.287 -0.861 0.004
H -0.647 0.325 0.303

(3)
The following is a quantum chemistry calculation of a 3-piece molecular cluster, C2H9NO2 overall at a distorted geometry, from OMol25.

Its total charge is -1. Its expectation value of S² is 0.754. The LUMO energy (spin up / spin down) comes out at 4.4 / 3.9 eV. As for the spin multiplicity: 2.

Geometry (Å):
C -0.788 -0.401 -1.351
N -0.444 -1.877 -1.285
C 0.530 -0.364 1.771
O 1.286 0.651 1.180
H -0.428 0.428 -1.949
H -1.875 -0.423 -1.256
H -0.258 -0.552 -0.350
H 0.145 -1.974 -2.109
H 1.166 -0.669 2.609
H -0.499 -0.076 2.026
H 0.430 -1.236 1.102
H -0.137 3.091 -0.520
H 0.763 1.225 0.515
O 0.109 2.176 -0.383

(4)
The following is a quantum chemistry calculation of a 3-piece molecular cluster, C10H20BFN2O8S overall at a distorted geometry, from OMol25.

The SMILES is CN(C)B(O)N(O)S(=O)(=O)F.O=C1CCCO1.O=C1CCCO1. Its total charge is 0. The LUMO energy comes out at 0.4 eV. As for the spin multiplicity: 1.

Geometry (Å):
C -3.185 1.245 3.498
N -3.691 -0.032 4.033
C -4.128 0.125 5.432
B -2.670 -1.036 3.869
O -1.587 -1.119 4.688
N -2.757 -2.104 2.784
O -3.779 -3.021 3.080
S -2.930 -1.664 1.187
O -3.943 -0.714 0.927
O -2.867 -2.814 0.379
F -1.574 -0.915 1.026
H -3.991 1.975 3.462
H -2.364 1.635 4.103
H -2.844 1.115 2.473
H -5.075 -0.380 5.614
H -3.401 -0.240 6.161
H -4.288 1.179 5.649
H -0.800 -1.299 4.152
H -4.567 -2.508 3.340
O 0.432 2.525 1.978
C 1.117 2.085 1.102
O 2.410 1.736 1.300
C 3.012 1.341 0.051
C 1.850 0.941 -0.847
C 0.739 1.866 -0.351
H 3.567 2.193 -0.345
H 3.708 0.529 0.246
H 2.069 1.040 -1.908
H 1.574 -0.098 -0.653
H 0.750 2.827 -0.868
H -0.243 1.411 -0.433
O 1.965 1.137 -4.042
C 2.645 0.385 -4.679
O 3.972 0.576 -4.847
C 4.511 -0.417 -5.739
C 3.529 -1.582 -5.678
C 2.206 -0.860 -5.426
H 4.578 0.019 -6.737
H 5.511 -0.679 -5.402
H 3.541 -2.197 -6.575
H 3.767 -2.222 -4.828
H 1.721 -0.549 -6.352
H 1.508 -1.436 -4.826

Question: Number 3 is which compound?
Answer: C2H9NO2

Question: What is the total charge in the second record?
Answer: 0

Question: Among the records above, which one has the lowest total charge?
Answer: C2H9NO2

Repeat the third record exactly.
The following is a quantum chemistry calculation of a 3-piece molecular cluster, C2H9NO2 overall at a distorted geometry, from OMol25.

Its total charge is -1. Its expectation value of S² is 0.754. The LUMO energy (spin up / spin down) comes out at 4.4 / 3.9 eV. As for the spin multiplicity: 2.

Geometry (Å):
C -0.788 -0.401 -1.351
N -0.444 -1.877 -1.285
C 0.530 -0.364 1.771
O 1.286 0.651 1.180
H -0.428 0.428 -1.949
H -1.875 -0.423 -1.256
H -0.258 -0.552 -0.350
H 0.145 -1.974 -2.109
H 1.166 -0.669 2.609
H -0.499 -0.076 2.026
H 0.430 -1.236 1.102
H -0.137 3.091 -0.520
H 0.763 1.225 0.515
O 0.109 2.176 -0.383